# 1
Below is a 2-piece molecular cluster, C3H3FN2 overall at a distorted geometry, with properties calculated with ωB97M-V with the def2-TZVPD basis set.

Last column: natural (NBO) charge in e.
CARTESIAN COORDINATES (ANGSTROEM)
C  1.64  -0.68  -0.39  -0.27
C  0.47  -0.55  -0.66  0.15
C  -1.43  0.40  -1.76  0.71
N  -1.92  1.40  -2.24  -0.67
N  -0.80  -0.28  -0.98  -0.53
F  0.67  -0.03  2.31  -0.59
H  2.35  -1.07  0.19  0.23
H  0.58  0.15  1.33  0.57
H  -2.48  1.44  -3.07  0.41

LUMO = 0.199 eV
Electronic energy = -325.3704 hartree
ΔE to the lowest compared entry with this formula, charge and spin = 3.299 eV
SMILES string = C#CN=C=N.F


# 2
Below is C10H28LiN2O3 as an isolated structure at a distorted geometry, with properties calculated with ωB97M-V with the def2-TZVPD basis set.

Last column: natural (NBO) charge in e.
CARTESIAN COORDINATES (ANGSTROEM)
Li  -14.92  7.10  -9.83  0.97
C  -14.39  10.07  -15.43  -0.64
C  -13.49  9.21  -14.53  -0.07
O  -13.76  9.73  -13.22  -0.74
H  -14.16  11.13  -15.51  0.21
H  -15.40  10.02  -15.04  0.21
H  -14.41  9.70  -16.45  0.22
H  -12.45  9.32  -14.84  0.17
H  -13.88  8.20  -14.59  0.18
H  -13.65  10.69  -13.29  0.47
C  -14.25  6.26  -5.93  -0.63
C  -13.86  7.70  -6.19  -0.06
C  -12.39  7.71  -6.82  -0.05
O  -12.23  6.95  -7.90  -0.58
C  -10.89  6.84  -8.51  -0.26
N  -14.89  8.20  -7.14  -0.90
H  -14.00  5.93  -4.92  0.23
H  -13.83  5.58  -6.67  0.22
H  -15.34  6.15  -5.99  0.20
H  -13.83  8.32  -5.29  0.20
H  -11.71  7.36  -6.04  0.17
H  -12.10  8.72  -7.11  0.16
H  -10.57  7.70  -9.09  0.18
H  -10.80  6.05  -9.25  0.21
H  -10.16  6.84  -7.69  0.19
H  -14.84  9.20  -7.02  0.37
H  -15.80  7.98  -6.76  0.37
C  -18.75  2.03  -11.13  -0.64
C  -17.48  2.65  -10.56  -0.06
C  -16.21  1.85  -11.08  -0.07
O  -15.13  2.32  -10.35  -0.53
C  -13.98  1.62  -10.79  -0.26
N  -17.48  4.10  -10.98  -0.83
H  -18.66  0.96  -10.97  0.22
H  -18.92  2.29  -12.17  0.21
H  -19.62  2.39  -10.58  0.21
H  -17.52  2.46  -9.49  0.20
H  -16.07  1.78  -12.15  0.17
H  -16.40  0.81  -10.81  0.17
H  -14.00  0.55  -10.54  0.18
H  -13.11  2.03  -10.28  0.19
H  -13.86  1.75  -11.86  0.17
H  -18.48  4.17  -11.05  0.35
H  -17.30  4.04  -11.97  0.34

LUMO = -3.889 eV
Electronic energy = -740.2740 hartree
ΔE to the lowest compared entry with this formula, charge and spin = 4.167 eV
Net charge = +1


# 3
Below is a 14-piece molecular cluster, C21H25Cl39N2O4P overall at a distorted geometry, with properties calculated with ωB97M-V with the def2-TZVPD basis set.

Last column: Löwdin charge in e.
CARTESIAN COORDINATES (ANGSTROEM)
C  -1.26  -2.39  -2.60  -0.25
P  -3.01  -1.83  -2.38  0.97
O  -3.47  -2.61  -1.00  -0.35
N  -2.99  -0.06  -2.13  -0.12
C  -2.00  0.62  -2.76  -0.07
C  -1.89  1.97  -2.70  -0.01
C  -2.82  2.72  -1.96  -0.08
C  -2.69  4.23  -1.96  -0.37
O  -3.63  4.95  -2.22  0.17
O  -1.47  4.84  -1.71  0.02
O  -0.84  4.06  -0.70  0.02
C  -3.84  2.03  -1.30  0.02
C  -3.90  0.64  -1.41  -0.18
C  -5.09  -0.10  -0.71  -0.25
N  -6.06  0.78  -0.11  0.03
H  -0.81  -2.03  -3.53  -0.02
H  -1.20  -3.49  -2.51  0.04
H  -0.69  -2.00  -1.73  0.07
H  -4.14  -3.24  -1.30  0.07
H  -1.27  0.10  -3.37  0.11
H  -1.07  2.47  -3.24  0.01
H  -0.14  3.58  -1.17  0.12
H  -4.56  2.63  -0.75  0.13
H  -4.66  -0.79  0.05  -0.02
H  -5.56  -0.72  -1.50  0.12
H  -6.49  1.39  -0.80  0.02
H  -5.67  1.32  0.65  0.07
C  -1.28  4.41  2.85  -1.55
Cl  0.39  4.09  3.32  0.51
Cl  -2.21  2.91  2.80  0.49
Cl  -2.04  5.55  3.96  0.55
H  -1.28  4.84  1.86  -0.01
C  2.38  0.40  3.02  -1.52
Cl  3.65  1.52  2.51  0.50
Cl  0.79  1.14  2.83  0.48
Cl  2.48  -1.11  2.11  0.51
H  2.53  0.17  4.07  0.02
C  -0.12  -2.64  -7.43  -1.50
Cl  1.51  -2.99  -6.89  0.52
Cl  -1.01  -4.12  -7.76  0.56
Cl  -0.98  -1.66  -6.22  0.47
H  -0.06  -2.06  -8.35  0.02
C  6.82  3.05  1.04  -1.56
Cl  8.18  4.06  0.53  0.54
Cl  5.39  4.04  1.34  0.51
Cl  6.48  1.82  -0.17  0.49
H  7.09  2.56  1.96  -0.04
C  1.15  2.32  -5.87  -1.49
Cl  2.80  2.01  -5.35  0.56
Cl  0.27  0.81  -6.16  0.49
Cl  0.30  3.34  -4.69  0.60
H  1.19  2.87  -6.81  0.02
C  -7.64  1.83  -4.02  -1.51
Cl  -7.84  0.30  -4.87  0.55
Cl  -8.60  1.85  -2.54  0.56
Cl  -5.93  2.11  -3.65  0.59
H  -7.98  2.63  -4.66  0.02
C  1.41  -6.36  -4.56  -1.53
Cl  -0.10  -7.21  -4.90  0.53
Cl  2.44  -6.32  -6.00  0.53
Cl  1.09  -4.72  -3.98  0.50
H  1.94  -6.90  -3.78  0.02
C  -5.48  -2.07  3.05  -1.52
Cl  -6.99  -2.94  2.83  0.56
Cl  -4.48  -2.15  1.58  0.63
Cl  -5.77  -0.40  3.50  0.53
H  -4.93  -2.54  3.85  -0.06
C  6.94  -1.56  1.95  -1.51
Cl  7.15  -0.04  2.82  0.55
Cl  6.25  -2.79  3.01  0.55
Cl  5.91  -1.34  0.52  0.50
H  7.91  -1.90  1.62  0.02
C  7.97  -4.02  6.33  -1.54
Cl  7.44  -2.91  7.60  0.53
Cl  9.71  -3.93  6.10  0.49
Cl  7.48  -5.67  6.70  0.52
H  7.49  -3.73  5.40  -0.04
C  -3.57  -0.39  6.99  -1.52
Cl  -4.31  1.03  6.25  0.52
Cl  -3.92  -1.83  6.01  0.55
Cl  -1.83  -0.18  7.15  0.54
H  -3.99  -0.53  7.97  0.02
C  -4.88  8.01  -1.08  -1.57
Cl  -3.77  8.96  -2.06  0.53
Cl  -4.56  8.28  0.64  0.52
Cl  -6.56  8.41  -1.47  0.53
H  -4.72  6.96  -1.30  -0.02
C  12.85  -6.76  6.57  -1.54
Cl  11.10  -6.54  6.52  0.48
Cl  13.38  -7.24  8.19  0.53
Cl  13.37  -7.94  5.37  0.52
H  13.31  -5.81  6.33  0.01

LUMO = -4.269 eV
Electronic energy = -19514.0932 hartree
ΔE to the lowest compared entry with this formula, charge and spin = 0.000 eV
Net charge = +1


# 4
Below is C31H24GaINO5 as an isolated structure at a distorted geometry, with properties calculated with ωB97M-V with the def2-TZVPD basis set.

Last column: natural (NBO) charge in e.
CARTESIAN COORDINATES (ANGSTROEM)
N  1.96  -0.71  -0.31  -0.86
C  1.35  0.54  -0.77  0.70
O  1.66  0.97  -1.90  -0.61
C  0.36  1.33  0.17  -0.51
C  -1.16  1.35  -0.33  -0.87
Ga  -1.95  -0.52  0.04  0.74
I  -1.52  -2.28  -1.85  -0.52
H  2.50  -0.48  0.54  0.37
H  2.60  -1.08  -1.02  0.38
H  0.77  2.39  0.29  0.20
H  0.39  0.83  1.19  0.21
H  -1.31  1.73  -1.38  0.22
H  -1.73  2.07  0.36  0.21
H  -1.25  -1.05  1.40  -0.34
H  -3.54  -0.37  0.29  -0.32
C  -1.70  6.32  3.36  -0.19
C  -2.48  7.22  4.09  -0.20
C  -3.80  7.44  3.73  -0.16
C  -4.35  6.77  2.64  -0.15
C  -3.57  5.89  1.90  -0.05
C  -2.25  5.66  2.26  -0.17
C  -4.13  5.21  0.70  0.50
O  -3.45  4.45  0.06  -0.49
C  -5.53  5.50  0.31  -0.05
C  -6.05  4.91  -0.84  -0.18
C  -7.37  5.16  -1.21  -0.19
C  -8.17  5.99  -0.43  -0.20
C  -7.65  6.58  0.71  -0.16
C  -6.33  6.34  1.08  -0.15
C  -5.77  7.00  2.29  0.54
O  -6.47  7.73  2.97  -0.54
H  -0.67  6.14  3.64  0.22
H  -2.05  7.75  4.93  0.21
H  -4.40  8.14  4.31  0.23
H  -1.64  4.97  1.69  0.25
H  -5.43  4.26  -1.45  0.25
H  -7.77  4.70  -2.11  0.22
H  -9.20  6.17  -0.72  0.21
H  -8.28  7.22  1.32  0.23
C  1.97  -4.65  0.16  -0.17
C  2.00  -5.84  0.90  -0.19
C  3.01  -6.77  0.68  -0.16
C  3.98  -6.53  -0.28  -0.16
C  3.94  -5.36  -1.04  -0.07
C  2.94  -4.42  -0.81  -0.17
C  4.94  -5.11  -2.10  0.51
O  4.91  -4.09  -2.76  -0.52
C  5.98  -6.14  -2.36  -0.05
C  6.90  -5.95  -3.39  -0.18
C  7.88  -6.90  -3.63  -0.20
C  7.96  -8.04  -2.83  -0.20
C  7.05  -8.24  -1.80  -0.16
C  6.05  -7.29  -1.57  -0.15
C  5.06  -7.52  -0.49  0.54
O  5.13  -8.52  0.20  -0.54
H  1.19  -3.92  0.34  0.26
H  1.24  -6.03  1.65  0.22
H  3.03  -7.69  1.27  0.23
H  2.91  -3.50  -1.38  0.24
H  6.84  -5.07  -4.02  0.24
H  8.59  -6.76  -4.44  0.21
H  8.74  -8.78  -3.02  0.21
H  7.11  -9.12  -1.19  0.24

LUMO = 0.621 eV
Electronic energy = -3849.2718 hartree
Net charge = -1